{
  "formula": "C3H6MnO3",
  "method": "wB97M-V/def2-TZVPD",
  "relative_energy_kcal_mol": 0.0,
  "charge": 2,
  "gap_ev": [8.7, 8.4],
  "largest_force_ev_per_a": 4.1,
  "spin_multiplicity": 6,
  "energy_ev": -40650.89486,
  "symbols": ["H", "C", "C", "H", "H", "H", "H", "O", "C", "O", "O", "Mn", "H"],
  "coordinates": [[-1.2496, 1.4827, 1.1379], [-1.5897, 0.5786, 0.6172], [-0.8344, 0.3759, -0.6688], [-2.6523, 0.7018, 0.3705], [-1.4926, -0.2880, 1.2832], [-0.8746, 1.2508, -1.3245], [-1.1582, -0.4992, -1.2398], [0.6364, 0.2636, -0.4114], [1.1273, -0.9717, -0.2232], [0.5183, -1.9866, -0.2252], [2.3886, -0.7231, 0.2034], [2.2788, 1.3124, -0.0011], [2.9019, -1.4973, 0.4819]],
  "forces_ev_per_angstrom": [[-0.18, -0.12, -0.07], [0.33, -0.17, 0.21], [-1.51, 0.81, -0.68], [0.24, -0.01, 0.04], [-0.11, 0.17, -0.15], [-0.09, -0.18, 0.10], [0.43, 0.02, 0.22], [0.03, 0.69, -0.55], [-2.61, -3.00, 1.07], [1.40, 1.24, -0.40], [1.41, 0.17, 0.03], [0.48, 0.86, 0.12], [0.18, -0.48, 0.03]]
}